Version a
DFT (ωB97M-V with the def2-TZVPD basis set) results for an isolated molecule of CH2FNOS.

For the HOMO-LUMO gap, the calculation gives 9.4 eV. As for the multiplicity: 1. As for the HOMO energy: -9.9 eV.

Last column: natural (NBO) charge in e.
Geometry (Å):
C -0.05 -0.31 -0.38  -0.4084
N 1.08 0.40 0.88  -0.1764
O -1.65 -0.23 -2.26  -0.8982
F 0.91 -0.41 1.98  -0.2611
S -0.96 0.63 -1.32  1.1850
H 0.05 -1.33 -0.20  0.2245
H 0.62 1.26 1.31  0.3346

---

Version b
DFT (ωB97M-V with the def2-TZVPD basis set) results for an isolated molecule of CH2FNOS.

For the HOMO-LUMO gap, the calculation gives 10.0 eV. As for the multiplicity: 1. Its SMILES is [H]/N=C(\F)OS. As for the HOMO energy: -10.5 eV.

Last column: natural (NBO) charge in e.
Geometry (Å):
H 2.36 -0.01 0.25  0.3793
N 1.51 -0.55 0.28  -0.7160
C 0.42 0.01 0.37  0.8668
F 0.28 1.34 0.81  -0.3718
O -0.68 -0.62 0.30  -0.6029
S -2.13 0.09 -0.43  0.3575
H -1.76 -0.26 -1.58  0.0872

---

Which is most stable? The ranking, best first, is version b, version a.